Entry from the OMol25 dataset: a cluster of 3 separate species, C5H15NO2 in total (the ωB97M-V functional and the def2-TZVPD basis).

Geometry (Å):
C1 -0.461 1.471 1.149
N1 0.409 0.584 0.379
C2 0.353 -0.777 0.908
C3 0.853 -1.686 -0.233
C4 0.690 -0.796 -1.482
C5 -0.120 0.405 -1.000
H1 -1.503 1.129 1.166
H2 -0.415 2.487 0.759
H3 -0.107 1.525 2.169
H4 -0.645 -1.099 1.223
H5 0.995 -0.847 1.782
H6 0.300 -2.599 -0.283
H7 1.915 -1.880 -0.121
H8 1.645 -0.500 -1.908
H9 0.192 -1.310 -2.305
H10 0.014 1.270 -1.641
H11 -1.150 0.068 -0.862
O1 3.221 0.737 0.151
H12 2.251 0.800 0.312
H13 3.541 1.642 0.090
O2 -3.733 0.051 -0.245
H14 -4.634 0.214 0.057
H15 -3.611 -0.889 -0.067

- calculated total energy (a.u.) = -404.72713
- SMILES = CN1CCCC1.O.O
- net charge = 0
- max |F| (Eh/bohr) = 0.0292
- ΔE to the lowest compared entry with this formula, charge and spin (kcal per mole) = 17.5



Entry from the OMol25 dataset: a cluster of 2 separate species, C5H15NOS in total (the ωB97M-V functional and the def2-TZVPD basis).

Geometry (Å):
C1 1.806 0.211 0.339
C2 1.914 -0.081 -1.161
S1 2.219 1.404 -2.193
C3 0.468 0.769 0.767
N1 -0.606 -0.196 0.631
C4 -1.902 0.432 0.626
C5 -0.557 -1.283 1.595
H1 2.072 -0.711 0.854
H2 2.664 0.844 0.617
H3 1.089 -0.680 -1.539
H4 2.813 -0.656 -1.359
H5 1.162 2.172 -1.811
H6 0.497 1.255 1.748
H7 0.246 1.581 0.079
H8 -2.633 -0.162 0.063
H9 -1.903 1.424 0.169
H10 -2.367 0.558 1.617
H11 0.460 -1.476 1.901
H12 -0.929 -2.200 1.123
H13 -1.148 -1.132 2.502
H14 -1.067 -0.860 -1.965
H15 -2.394 -0.210 -2.166
O1 -1.905 -1.003 -2.436

- calculated total energy (a.u.) = -727.62020
- net charge = -1
- multiplicity = 2
- max |F| (Eh/bohr) = 0.0215
- ΔE to the lowest compared entry with this formula, charge and spin (kcal per mole) = 8.5



Entry from the OMol25 dataset: a cluster of 2 separate species, C5H15NOS in total (the ωB97M-V functional and the def2-TZVPD basis).

Geometry (Å):
C1 -1.318 -1.448 -0.184
C2 0.056 -1.779 -0.734
N1 0.734 -0.621 -1.359
C3 1.481 0.185 -0.402
C4 2.927 -0.263 -0.147
C5 1.483 1.647 -0.927
S1 1.373 2.971 0.340
H1 -2.035 -2.182 -0.568
H2 -1.442 -1.360 0.891
H3 -1.669 -0.511 -0.636
H4 0.000 -2.523 -1.501
H5 0.727 -2.242 -0.014
H6 1.290 -0.956 -2.135
H7 0.932 0.193 0.545
H8 2.969 -0.888 0.749
H9 3.394 -0.736 -1.009
H10 3.556 0.600 0.092
H11 2.447 1.858 -1.398
H12 0.664 1.806 -1.618
H13 1.404 2.276 1.483
O1 -6.708 1.223 2.848
H14 -6.257 1.822 2.240
H15 -6.007 0.927 3.445

- calculated total energy (a.u.) = -727.65145
- SMILES = CCN[C@@H](C)CS.O
- net charge = 0
- max |F| (Eh/bohr) = 0.0260
- ΔE to the lowest compared entry with this formula, charge and spin (kcal per mole) = 21.5



Entry from the OMol25 dataset: a cluster of 2 separate species, C5H15NOS in total (the ωB97M-V functional and the def2-TZVPD basis).

Geometry (Å):
C1 -1.333 -0.595 1.450
C2 -1.813 -0.810 0.026
C3 -1.177 0.282 -0.862
N1 -0.859 -0.163 -2.226
C4 0.588 -0.161 -2.534
C5 1.590 -0.870 -1.614
S1 3.130 -1.568 -2.271
H1 -0.305 -0.960 1.675
H2 -1.063 0.440 1.710
H3 -1.990 -1.116 2.180
H4 -1.587 -1.788 -0.461
H5 -2.900 -0.858 -0.001
H6 -0.300 0.738 -0.370
H7 -1.896 1.089 -1.039
H8 -1.092 -1.151 -2.297
H9 0.749 0.931 -2.463
H10 0.758 -0.401 -3.588
H11 1.865 -0.123 -0.833
H12 1.151 -1.745 -1.132
H13 4.085 -0.829 -1.677
O1 0.764 3.204 5.839
H14 0.075 3.381 5.189
H15 1.560 3.074 5.298

- calculated total energy (a.u.) = -727.62718
- SMILES = CCCNCCS.O
- net charge = 0
- max |F| (Eh/bohr) = 0.0459
- ΔE to the lowest compared entry with this formula, charge and spin (kcal per mole) = 36.7